# 1
Computed, not measured: 10 unconnected molecules or ions with the total composition C63H140F6N10O12S6 at a distorted geometry, with ωB97M-V with the def2-TZVPD basis set.

Last column: Mulliken charge in e.
Positions of all 237 atoms, in Å:
C1 3.603 -2.219 5.791  -1.23
C2 4.650 -1.250 5.181  -0.49
C3 4.098 -0.390 4.018  0.17
N1 4.993 0.766 3.491  0.51
C4 4.651 2.065 4.421  -0.17
C5 5.159 3.402 3.770  -1.13
C6 4.748 3.572 2.349  0.09
C7 5.363 2.460 1.504  -0.96
C8 4.727 1.124 1.985  -0.09
C9 6.490 0.321 3.628  -0.91
H1 4.077 -2.831 6.558  0.48
H2 3.218 -2.895 5.027  0.05
H3 2.702 -1.787 6.226  0.33
H4 5.388 -1.898 4.708  0.33
H5 5.175 -0.599 5.880  0.38
H6 3.138 0.003 4.350  -0.49
H7 3.959 -1.084 3.189  0.42
H8 3.571 2.160 4.534  -0.09
H9 4.974 1.876 5.445  0.53
H10 4.720 4.298 4.209  0.48
H11 6.206 3.476 4.066  0.30
H12 3.665 3.573 2.226  -0.17
H13 5.071 4.571 2.058  0.47
H14 5.264 2.672 0.440  0.34
H15 6.445 2.410 1.625  0.42
H16 3.648 1.139 1.834  -0.25
H17 5.094 0.220 1.499  0.61
H18 6.626 -0.677 3.211  0.38
H19 6.855 0.403 4.652  0.36
H20 7.156 0.908 2.996  0.35
C10 -0.306 -2.863 5.510  -1.28
C11 -0.652 -4.137 4.581  -0.69
C12 0.645 -4.487 3.762  -0.23
N2 0.589 -5.641 2.769  0.46
C13 1.850 -5.738 1.863  -0.45
C14 3.050 -6.205 2.665  -0.40
C15 2.791 -7.550 3.431  -0.83
C16 1.607 -7.513 4.396  -0.50
C17 0.424 -7.009 3.468  -0.75
C18 -0.590 -5.525 1.783  -1.15
H21 0.209 -2.094 4.933  0.05
H22 0.332 -2.991 6.385  0.53
H23 -1.157 -2.346 5.951  0.48
H24 -1.526 -3.792 4.030  0.20
H25 -1.117 -4.904 5.201  0.45
H26 1.340 -4.859 4.515  0.24
H27 1.097 -3.627 3.268  0.23
H28 1.983 -4.808 1.312  0.35
H29 1.661 -6.477 1.085  0.16
H30 3.161 -5.451 3.444  0.04
H31 3.934 -6.211 2.027  0.47
H32 3.770 -7.719 3.880  0.47
H33 2.741 -8.309 2.651  0.31
H34 1.810 -6.911 5.282  0.26
H35 1.280 -8.529 4.619  0.39
H36 -0.436 -6.913 4.130  0.41
H37 0.221 -7.808 2.755  0.57
H38 -0.493 -4.581 1.247  0.33
H39 -1.499 -5.660 2.369  0.45
H40 -0.513 -6.330 1.052  0.45
C19 0.035 5.380 1.733  -1.49
C20 0.513 4.321 0.686  2.35
C21 0.967 5.137 -0.546  -1.63
N3 1.477 4.246 -1.725  0.29
C22 0.503 3.096 -2.223  0.52
C23 -0.871 3.659 -2.776  -0.44
C24 -0.633 4.592 -3.992  -0.63
C25 0.552 5.571 -3.651  -0.73
C26 1.820 5.082 -3.005  -0.48
C27 2.807 3.548 -1.346  -1.14
H41 -0.288 4.801 2.598  0.07
H42 -0.915 5.856 1.489  0.45
H43 0.792 6.112 2.013  0.47
H44 -0.278 3.652 0.348  -0.46
H45 1.358 3.766 1.093  -0.76
H46 1.689 5.936 -0.381  0.54
H47 0.087 5.665 -0.913  0.49
H48 0.341 2.365 -1.431  -0.80
H49 1.049 2.563 -3.002  0.45
H50 -1.373 4.140 -1.937  0.17
H51 -1.406 2.761 -3.086  0.30
H52 -1.516 5.136 -4.329  0.49
H53 -0.338 3.905 -4.784  0.07
H54 0.293 6.506 -3.154  0.34
H55 0.893 5.853 -4.647  0.52
H56 2.396 5.968 -2.737  0.40
H57 2.406 4.426 -3.649  0.38
H58 3.238 3.098 -2.240  0.45
H59 2.516 2.743 -0.671  0.31
H60 3.426 4.318 -0.885  0.42
C28 -0.081 1.660 5.464  -0.40
C29 -0.199 2.873 6.420  -0.48
C30 -1.599 3.146 6.989  -0.16
N4 -1.699 4.257 8.055  -0.01
C31 -3.233 4.599 8.153  -0.92
C32 -3.823 5.403 6.984  -0.20
C33 -2.887 6.556 6.499  -0.97
C34 -1.411 6.160 6.399  0.68
C35 -0.831 5.478 7.620  -0.92
C36 -1.248 3.805 9.486  -0.92
H61 0.920 1.559 5.045  -0.38
H62 -0.722 1.800 4.594  -0.06
H63 -0.388 0.774 6.019  0.46
H64 0.259 3.748 5.959  0.39
H65 0.454 2.684 7.272  0.43
H66 -1.949 2.291 7.567  0.50
H67 -2.255 3.415 6.160  -0.32
H68 -3.733 3.674 8.440  0.52
H69 -3.389 5.230 9.028  0.49
H70 -4.078 4.753 6.147  -0.19
H71 -4.857 5.740 7.058  0.50
H72 -3.331 6.808 5.536  0.48
H73 -3.010 7.401 7.177  0.37
H74 -1.327 5.571 5.486  -0.72
H75 -0.791 6.975 6.026  0.58
H76 0.176 5.074 7.523  0.58
H77 -0.910 6.091 8.518  0.50
H78 -0.265 3.342 9.396  0.31
H79 -2.049 3.113 9.748  0.43
H80 -1.358 4.684 10.122  0.40
C37 2.343 -2.084 -3.631  -1.28
C38 1.850 -1.233 -4.829  2.86
C39 2.986 -1.009 -5.861  -1.33
N5 2.556 -0.200 -7.036  0.34
C40 3.881 0.160 -7.771  -0.59
C41 3.582 1.100 -8.957  -0.69
C42 2.856 2.348 -8.527  -0.91
C43 1.552 2.126 -7.757  -0.58
C44 1.694 1.002 -6.636  -0.21
C45 1.589 -1.014 -7.974  -0.55
H81 1.509 -2.590 -3.145  -0.16
H82 2.837 -1.447 -2.898  0.19
H83 3.053 -2.857 -3.926  0.63
H84 1.383 -0.332 -4.432  -0.76
H85 1.043 -1.751 -5.347  -0.99
H86 3.501 -1.900 -6.221  0.46
H87 3.866 -0.557 -5.404  0.40
H88 4.574 0.600 -7.054  0.40
H89 4.232 -0.811 -8.121  0.44
H90 4.555 1.319 -9.397  0.45
H91 2.994 0.591 -9.721  0.29
H92 3.464 2.953 -7.855  0.30
H93 2.679 3.037 -9.353  0.46
H94 1.357 3.103 -7.315  0.23
H95 0.888 1.937 -8.601  0.38
H96 2.219 1.501 -5.820  0.56
H97 0.693 0.725 -6.307  -0.16
H98 2.165 -1.877 -8.306  0.33
H99 1.269 -0.401 -8.816  0.51
H100 0.734 -1.340 -7.382  -0.10
C46 -2.601 -2.220 0.968  -1.48
C47 -3.785 -1.164 1.006  0.90
C48 -4.335 -0.844 -0.358  -0.64
N6 -4.852 0.605 -0.410  0.29
C49 -5.667 0.711 -1.812  -0.39
C50 -6.446 2.041 -1.838  -0.69
C51 -7.185 2.455 -0.568  -1.21
C52 -6.376 2.248 0.685  0.04
C53 -5.773 0.894 0.817  -0.42
C54 -3.632 1.567 -0.419  -0.51
H101 -2.149 -2.294 1.957  0.18
H102 -1.742 -2.082 0.311  0.13
H103 -3.110 -3.127 0.640  0.73
H104 -3.423 -0.255 1.486  -0.72
H105 -4.606 -1.483 1.648  0.39
H106 -5.212 -1.472 -0.517  0.67
H107 -3.516 -0.801 -1.075  -0.02
H108 -6.421 -0.075 -1.848  0.45
H109 -4.882 0.624 -2.563  0.23
H110 -7.129 1.907 -2.677  0.49
H111 -5.821 2.888 -2.122  0.31
H112 -8.050 1.793 -0.509  0.36
H113 -7.417 3.513 -0.689  0.46
H114 -6.912 2.649 1.545  0.71
H115 -5.572 2.985 0.686  -0.42
H116 -6.504 0.107 1.003  0.47
H117 -5.124 1.035 1.681  0.23
H118 -3.981 2.578 -0.631  0.70
H119 -2.881 1.281 -1.156  0.16
H120 -3.070 1.573 0.514  -0.40
C55 1.798 -5.362 -2.093  -1.17
C56 1.349 -5.711 -3.543  -0.33
C57 -0.130 -5.510 -3.783  -0.16
N7 -0.597 -5.891 -5.209  0.63
C58 -2.160 -6.034 -5.220  -0.64
C59 -2.840 -6.183 -6.574  -0.83
C60 -2.417 -4.974 -7.496  -0.44
C61 -0.857 -4.914 -7.624  -1.04
C62 -0.187 -4.809 -6.270  -0.21
C63 -0.105 -7.310 -5.706  -1.10
H121 1.370 -4.408 -1.784  -0.02
H122 2.870 -5.330 -1.896  0.49
H123 1.376 -6.167 -1.493  0.39
H124 1.584 -6.775 -3.546  0.50
H125 1.906 -5.066 -4.223  0.22
H126 -0.331 -4.452 -3.613  -0.38
H127 -0.711 -6.109 -3.082  0.53
H128 -2.599 -5.125 -4.809  0.32
H129 -2.442 -6.828 -4.529  0.57
H130 -3.926 -6.267 -6.524  0.45
H131 -2.512 -7.166 -6.912  0.29
H132 -2.728 -4.027 -7.055  0.06
H133 -2.842 -5.023 -8.499  0.45
H134 -0.509 -4.101 -8.261  0.51
H135 -0.635 -5.840 -8.156  0.35
H136 -0.422 -3.828 -5.856  -0.02
H137 0.882 -4.792 -6.477  0.47
H138 -0.564 -7.605 -6.650  0.46
H139 -0.594 -8.007 -5.026  0.42
H140 0.984 -7.361 -5.737  0.31
N8 -4.938 3.489 3.188  -0.26
S1 -3.287 3.567 2.774  0.25
O1 -2.355 3.963 3.824  0.29
O2 -2.959 3.977 1.413  -0.58
F1 -3.158 1.990 2.826  -0.40
S2 -5.298 5.006 3.019  1.10
O3 -6.210 5.312 1.918  -0.63
O4 -4.306 5.974 3.496  -0.54
F2 -6.448 5.069 4.187  -0.36
N9 0.206 0.353 0.253  0.73
S3 0.521 -0.048 1.800  -0.29
O5 1.497 0.767 2.516  -0.05
O6 0.471 -1.429 2.205  0.00
F3 -0.907 0.502 2.367  -0.27
S4 1.163 -0.497 -0.389  0.29
O7 0.702 -1.839 -0.694  -0.41
O8 2.572 -0.119 -0.344  -0.75
F4 0.856 0.181 -1.909  -0.02
N10 -1.854 -1.461 -5.710  0.54
S5 -2.280 -0.761 -4.318  0.03
O9 -3.710 -0.857 -3.990  -0.66
O10 -1.443 0.392 -3.815  0.00
F5 -1.819 -1.955 -3.297  -0.29
S6 -2.524 -0.398 -6.579  0.77
O11 -1.900 0.915 -6.642  -0.53
O12 -3.973 -0.460 -6.822  -0.58
F6 -1.926 -1.062 -7.960  -0.36

Summary:
Total charge   +4
E   -188349.8256 eV
LUMO energy   -6.7 eV

# 2
Computed, not measured: 21 unconnected molecules or ions with the total composition C63H168O21 at a distorted geometry, with ωB97M-V with the def2-TZVPD basis set.

Last column: Mulliken charge in e.
Positions of all 252 atoms, in Å:
C1 5.569 -3.034 -0.987  -2.06
C2 4.649 -1.894 -1.024  2.94
C3 5.283 -0.482 -1.203  -1.22
O1 3.709 -2.086 -2.153  -0.57
H1 5.194 -4.008 -0.754  0.45
H2 6.299 -2.823 -0.193  0.32
H3 6.206 -3.208 -1.861  0.36
H4 4.080 -1.960 -0.041  -1.15
H5 4.440 0.223 -1.174  0.24
H6 5.788 -0.343 -2.185  0.54
H7 6.018 -0.200 -0.412  -0.18
H8 3.826 -1.261 -2.667  0.06
C4 0.548 1.656 -4.149  0.51
C5 1.942 1.025 -4.084  0.76
C6 2.875 1.935 -4.804  -1.42
O2 2.353 1.014 -2.704  0.47
H9 -0.159 1.125 -3.565  0.11
H10 0.133 1.771 -5.240  0.32
H11 0.700 2.663 -3.734  -1.38
H12 1.803 0.028 -4.478  0.23
H13 3.789 1.937 -4.168  0.06
H14 2.481 2.932 -4.862  0.30
H15 3.138 1.545 -5.795  0.43
H16 1.673 0.517 -2.191  -0.45
C7 0.544 -1.478 5.059  -1.23
C8 -0.184 -2.671 4.461  0.61
C9 -1.538 -2.443 3.863  -0.91
O3 0.679 -3.320 3.539  -0.48
H17 1.468 -1.758 5.599  0.36
H18 -0.128 -0.940 5.711  0.47
H19 0.912 -0.833 4.215  0.09
H20 -0.321 -3.436 5.249  0.29
H21 -1.583 -1.722 3.014  -0.04
H22 -2.273 -2.133 4.635  0.36
H23 -1.813 -3.324 3.312  0.18
H24 1.453 -3.553 3.985  0.11
C10 3.567 -4.677 -4.467  -1.70
C11 2.173 -4.194 -4.378  1.05
C12 1.175 -5.261 -4.942  -1.24
O4 1.746 -4.064 -3.041  -0.16
H25 3.876 -4.495 -5.507  0.40
H26 3.577 -5.756 -4.333  0.39
H27 4.234 -4.281 -3.787  0.33
H28 2.086 -3.232 -4.921  0.14
H29 1.317 -6.110 -4.366  0.45
H30 1.348 -5.578 -6.012  0.37
H31 0.159 -4.929 -4.830  -0.13
H32 2.293 -3.404 -2.558  -0.10
C13 -0.608 5.173 -5.865  -0.95
C14 -0.352 6.606 -5.295  0.19
C15 -1.624 7.221 -4.655  -0.75
O5 0.748 6.343 -4.376  -0.56
H33 -0.521 4.465 -5.063  -0.06
H34 0.267 5.032 -6.474  0.43
H35 -1.542 5.141 -6.413  0.40
H36 0.029 7.192 -6.117  0.44
H37 -2.189 6.485 -4.085  -0.07
H38 -2.360 7.512 -5.490  0.38
H39 -1.488 8.107 -3.960  0.30
H40 1.090 7.157 -4.016  0.26
C16 -2.363 2.891 -2.024  -0.51
C17 -3.003 4.341 -2.198  0.99
C18 -4.498 4.242 -1.972  -1.69
O6 -2.333 5.118 -1.226  -0.69
H41 -1.238 2.909 -2.279  -0.42
H42 -2.882 2.126 -2.691  0.32
H43 -2.492 2.655 -0.991  0.35
H44 -2.807 4.714 -3.196  -0.23
H45 -4.871 3.587 -2.756  0.23
H46 -4.976 5.192 -2.130  0.49
H47 -4.637 3.728 -0.976  0.30
H48 -1.396 5.301 -1.404  0.36
C19 -3.300 6.173 3.673  -1.49
C20 -3.189 6.530 2.199  0.78
C21 -2.696 7.943 2.024  -1.22
O7 -2.268 5.595 1.573  -0.18
H49 -3.248 5.137 3.815  0.43
H50 -4.209 6.523 4.166  0.41
H51 -2.484 6.715 4.241  0.29
H52 -4.194 6.468 1.657  0.25
H53 -2.873 8.324 1.031  0.34
H54 -1.592 7.961 2.218  0.18
H55 -3.261 8.583 2.747  0.38
H56 -2.494 5.486 0.634  0.09
C22 9.963 0.354 3.390  -1.45
C23 9.553 1.205 2.189  0.60
C24 9.233 0.345 1.004  -0.83
O8 8.431 1.918 2.572  -0.51
H57 10.421 1.063 4.092  0.36
H58 10.702 -0.457 3.185  0.34
H59 9.131 -0.054 3.913  0.33
H60 10.364 1.832 1.864  0.30
H61 8.477 -0.418 1.331  0.02
H62 10.040 -0.259 0.529  0.44
H63 8.659 0.919 0.203  0.11
H64 8.200 2.482 1.821  0.28
C25 1.233 4.146 4.261  -1.25
C26 0.309 4.950 3.349  0.98
C27 1.004 6.239 2.813  -0.83
O9 -0.101 4.171 2.190  -0.25
H65 2.194 4.048 3.688  0.03
H66 0.806 3.244 4.723  0.35
H67 1.521 4.846 5.092  0.42
H68 -0.617 5.149 3.861  -0.09
H69 0.275 6.784 2.259  -0.04
H70 1.834 5.950 2.162  0.08
H71 1.554 6.820 3.615  0.38
H72 -0.914 4.610 1.810  0.43
C28 5.008 -2.714 4.402  -1.26
C29 4.193 -3.339 3.350  2.43
C30 5.001 -4.083 2.289  -1.40
O10 3.205 -4.171 4.066  -0.80
H73 4.341 -2.308 5.242  0.27
H74 5.402 -1.874 3.855  0.13
H75 5.763 -3.364 4.844  0.34
H76 3.651 -2.561 2.828  -0.93
H77 5.718 -3.353 1.893  0.27
H78 4.444 -4.420 1.455  0.33
H79 5.573 -4.938 2.710  0.39
H80 3.024 -4.986 3.496  0.29
C31 -0.708 -0.111 0.734  -1.43
C32 0.546 -0.543 -0.027  1.72
C33 1.023 -1.861 0.505  0.04
O11 0.436 -0.545 -1.437  1.53
H81 -0.614 -0.191 1.832  0.21
H82 -1.505 -0.754 0.426  0.46
H83 -0.830 0.979 0.473  -0.15
H84 1.394 0.121 0.177  -0.77
H85 0.203 -2.602 0.462  -0.43
H86 1.409 -1.926 1.528  0.27
H87 1.923 -2.136 -0.160  -0.62
H88 -0.031 -1.396 -1.713  -0.78
C34 -8.497 3.145 -3.948  -1.38
C35 -7.432 2.995 -4.994  0.55
C36 -6.891 4.317 -5.610  -1.26
O12 -6.259 2.321 -4.411  -0.49
H89 -8.850 2.219 -3.503  0.41
H90 -9.445 3.371 -4.452  0.39
H91 -8.413 3.871 -3.142  0.28
H92 -7.759 2.323 -5.758  0.27
H93 -7.726 4.885 -5.996  0.39
H94 -6.317 4.011 -6.504  0.31
H95 -6.379 4.934 -4.940  0.29
H96 -6.475 1.443 -4.072  0.23
C37 -3.027 -0.354 -6.633  -1.57
C38 -2.427 -1.520 -5.812  0.92
C39 -1.410 -2.426 -6.536  -1.00
O13 -1.775 -1.056 -4.655  -0.15
H97 -2.314 0.356 -7.059  0.33
H98 -3.761 0.182 -5.994  0.30
H99 -3.575 -0.728 -7.476  0.44
H100 -3.330 -2.119 -5.594  0.17
H101 -0.527 -1.798 -6.853  0.23
H102 -1.769 -2.807 -7.517  0.41
H103 -1.059 -3.288 -5.965  0.04
H104 -1.586 -1.821 -4.059  -0.04
C40 -3.196 -3.253 -2.335  -1.10
C41 -1.820 -3.884 -1.935  0.99
C42 -1.663 -5.318 -2.470  -1.43
O14 -0.836 -3.041 -2.624  0.41
H105 -3.357 -2.306 -1.891  0.33
H106 -3.994 -4.004 -2.171  0.39
H107 -3.002 -3.069 -3.412  -0.09
H108 -1.589 -3.815 -0.849  -0.09
H109 -0.596 -5.600 -2.335  0.02
H110 -1.973 -5.274 -3.507  0.37
H111 -2.148 -6.088 -1.951  0.47
H112 -0.017 -3.520 -2.765  -0.19
C43 -7.482 -7.366 3.330  -1.38
C44 -6.083 -6.943 3.683  0.56
C45 -5.331 -6.973 2.371  -1.33
O15 -6.137 -5.612 4.142  -0.67
H113 -7.893 -6.880 2.460  0.29
H114 -8.200 -7.202 4.173  0.36
H115 -7.399 -8.461 3.201  0.42
H116 -5.603 -7.601 4.397  0.37
H117 -5.393 -7.896 1.779  0.41
H118 -4.296 -6.808 2.530  0.25
H119 -5.774 -6.241 1.701  0.26
H120 -6.578 -5.530 5.018  0.29
C46 3.002 5.742 -1.901  -1.00
C47 1.687 4.881 -1.851  1.91
C48 1.642 3.929 -0.690  0.43
O16 0.479 5.692 -1.890  -0.64
H121 2.982 6.518 -1.084  0.31
H122 3.106 6.179 -2.893  0.40
H123 3.826 5.092 -1.629  -0.30
H124 1.643 4.379 -2.852  -0.85
H125 1.979 4.582 0.130  -0.28
H126 2.380 3.161 -0.863  -0.45
H127 0.719 3.429 -0.501  0.15
H128 0.268 5.891 -2.787  0.33
C49 4.800 1.850 3.928  -1.62
C50 4.428 0.975 2.648  1.74
C51 3.291 1.606 1.949  -0.41
O17 5.444 0.951 1.717  0.64
H129 5.144 2.800 3.526  0.35
H130 5.582 1.424 4.481  0.48
H131 3.919 2.025 4.587  0.34
H132 4.124 -0.044 3.032  -0.71
H133 2.880 0.978 1.175  -0.92
H134 3.584 2.559 1.431  -0.10
H135 2.515 1.849 2.633  0.66
H136 6.290 0.586 2.091  -0.18
C52 -4.777 -2.959 1.753  -0.68
C53 -6.048 -2.418 2.543  1.10
C54 -6.802 -1.371 1.787  -1.82
O18 -7.013 -3.420 2.840  -0.53
H137 -5.170 -3.637 0.985  0.25
H138 -4.044 -3.492 2.394  0.11
H139 -4.277 -2.118 1.193  0.26
H140 -5.746 -1.876 3.450  0.01
H141 -7.069 -1.652 0.749  0.31
H142 -6.166 -0.522 1.859  0.45
H143 -7.686 -1.018 2.299  0.45
H144 -6.548 -4.134 3.349  0.25
C55 -0.834 -6.825 1.837  -1.19
C56 0.687 -6.713 1.678  0.14
C57 0.905 -6.187 0.270  -0.65
O19 1.334 -5.844 2.587  -0.43
H145 -1.394 -5.976 1.360  0.12
H146 -1.009 -6.699 2.915  0.42
H147 -1.232 -7.798 1.502  0.48
H148 1.202 -7.647 1.755  0.47
H149 1.979 -6.199 -0.034  0.32
H150 0.552 -5.119 0.240  -0.22
H151 0.397 -6.827 -0.493  0.40
H152 0.798 -4.985 2.721  0.43
C58 -5.543 -2.885 6.161  -0.42
C59 -5.806 -4.118 7.050  0.39
C60 -6.006 -3.727 8.493  -1.32
O20 -6.912 -4.781 6.594  -0.62
H153 -5.874 -3.069 5.140  -0.35
H154 -4.509 -2.701 6.156  0.36
H155 -6.125 -2.036 6.514  0.44
H156 -5.060 -4.944 6.943  0.24
H157 -6.849 -3.041 8.623  0.35
H158 -5.049 -3.242 8.841  0.34
H159 -6.229 -4.671 9.095  0.32
H160 -7.652 -4.172 6.496  0.30
C61 5.955 3.236 -1.958  -0.89
C62 6.678 3.765 -0.647  0.60
C63 6.218 5.127 -0.174  -1.38
O21 6.728 2.848 0.382  -0.19
H161 6.427 2.298 -2.230  0.41
H162 6.152 3.959 -2.789  0.44
H163 4.885 3.096 -1.730  -0.14
H164 7.712 3.872 -0.929  0.32
H165 5.223 5.114 0.068  0.16
H166 6.515 5.898 -0.968  0.36
H167 6.773 5.436 0.716  0.38
H168 5.873 2.401 0.629  -0.20

Summary:
E   -111049.7046 eV
LUMO energy   0.6 eV